Arrangement a

{"formula": "C8H11N5", "method": "ωB97M-V/def2-TZVPD", "elements": ["N", "C", "C", "C", "C", "C", "C", "N", "N", "C", "N", "N", "C", "H", "H", "H", "H", "H", "H", "H", "H", "H", "H", "H"], "xyz": [[-1.300, 0.425, -2.892], [-1.300, 0.389, -1.532], [-2.106, 1.312, -0.689], [-2.397, 1.216, 0.715], [-1.711, 0.217, 1.447], [-0.661, -0.574, 0.686], [0.738, -0.172, 1.487], [0.999, 0.621, 2.539], [1.690, -0.728, 0.786], [1.732, -1.143, -0.522], [2.950, -1.586, -0.951], [0.781, -0.914, -1.390], [-0.345, -0.399, -0.807], [-0.570, 0.115, -3.536], [-2.113, 0.851, -3.353], [-2.365, 2.294, -1.245], [-3.076, 1.957, 1.264], [-1.950, -0.005, 2.447], [-0.792, -1.632, 0.913], [1.831, 0.603, 3.032], [0.390, 1.405, 2.678], [2.716, -0.575, 1.172], [3.087, -2.028, -1.897], [3.773, -1.646, -0.352]], "nbo_charge": [-0.72, 0.19, -0.11, -0.21, -0.13, -0.35, 0.64, -0.70, -0.57, 0.62, -0.72, -0.45, 0.25, 0.45, 0.43, 0.27, 0.29, 0.25, 0.32, 0.44, 0.45, 0.44, 0.47, 0.43], "smiles": "NC1=CC=C[C@@H]2C(=[NH2+])NC(=[NH2+])N=C12", "e_homo_ev": [-15.622, -15.737], "total_charge": 2, "orbital_gap_ev": [6.49, 6.33], "e_lumo_ha": [-0.3357, -0.3455]}

=====

Arrangement b

{"formula": "C8H11N5", "method": "ωB97M-V/def2-TZVPD", "elements": ["C", "N", "C", "C", "N", "N", "C", "C", "C", "N", "C", "C", "N", "H", "H", "H", "H", "H", "H", "H", "H", "H", "H", "H"], "xyz": [[2.010, -1.217, 0.929], [0.642, -1.470, 0.406], [0.378, -1.487, -1.010], [0.256, -0.315, -1.878], [0.186, 0.329, -2.803], [-0.321, -0.756, 1.171], [-0.211, 0.782, 1.146], [0.333, 1.144, 0.009], [0.723, 2.097, -0.805], [1.135, 2.322, -1.923], [-0.888, 1.581, 2.182], [-2.407, 1.676, 1.861], [-3.536, 1.645, 1.744], [2.734, -1.689, 0.249], [2.236, -0.115, 1.219], [2.111, -1.746, 1.964], [-0.460, -2.208, -1.176], [1.207, -2.084, -1.420], [0.030, 0.963, -3.550], [-0.074, -0.868, 2.180], [-1.257, -1.004, 0.870], [1.334, 3.242, -2.471], [-0.809, 1.119, 3.146], [-0.463, 2.531, 2.339]], "nbo_charge": [-0.48, -0.22, -0.40, 0.61, -0.39, -0.38, 0.21, -0.27, 0.48, -0.54, -0.54, 0.21, -0.19, 0.27, 0.22, 0.25, 0.31, 0.33, 0.50, 0.46, 0.46, 0.49, 0.28, 0.31], "smiles": "CN(CC#[NH+])[NH2+]C(=C=C=N)CC#N", "e_homo_ev": -17.999, "total_charge": 2, "orbital_gap_ev": 9.02, "e_lumo_ha": -0.3298}

=====

Most stable = arrangement a

=====

Arrangement a

{"formula": "C5H10N2", "method": "ωB97M-V/def2-TZVPD", "elements": ["C", "N", "N", "C", "C", "C", "C", "H", "H", "H", "H", "H", "H", "H", "H", "H", "H"], "xyz": [[-0.918, 1.557, -1.094], [0.081, 0.557, -0.952], [-0.394, -0.737, -1.165], [-0.405, -1.435, 0.099], [0.344, -0.678, 1.114], [1.706, -0.289, 0.746], [0.609, 0.650, 0.526], [-1.221, 1.687, -2.097], [-1.819, 1.398, -0.463], [-0.522, 2.532, -0.931], [-0.081, -1.248, -2.008], [0.126, -2.391, 0.007], [-1.464, -1.717, 0.529], [0.111, -0.928, 2.127], [2.351, 0.072, 1.636], [2.389, -0.681, -0.044], [0.556, 1.655, 1.004]], "nbo_charge": [-0.41, -0.28, -0.50, -0.22, -0.28, -0.43, -0.07, 0.20, 0.16, 0.19, 0.38, 0.19, 0.17, 0.23, 0.21, 0.23, 0.23], "smiles": "CN1NC[C@H]2C[C@H]21", "e_homo_ev": -7.712, "orbital_gap_ev": 8.86, "e_lumo_ha": 0.0422}

=====

Arrangement b

{"formula": "C5H10N2", "method": "ωB97M-V/def2-TZVPD", "elements": ["C", "N", "N", "C", "C", "C", "C", "H", "H", "H", "H", "H", "H", "H", "H", "H", "H"], "xyz": [[1.266, -2.178, -0.701], [0.280, -1.389, -0.664], [0.394, -0.121, -0.047], [1.578, 0.357, 0.573], [-0.799, 0.595, 0.110], [-0.989, 1.389, 1.153], [-1.912, 0.340, -0.881], [1.306, -3.005, -1.381], [2.178, -2.008, -0.150], [1.480, 0.351, 1.656], [2.419, -0.264, 0.153], [1.525, 1.437, 0.231], [-0.208, 1.694, 1.932], [-1.886, 1.804, 1.386], [-1.829, -0.698, -1.314], [-1.842, 1.240, -1.580], [-2.961, 0.454, -0.476]], "nbo_charge": [-0.17, -0.21, -0.28, -0.43, 0.19, -0.50, -0.67, 0.19, 0.14, 0.20, 0.21, 0.22, 0.19, 0.20, 0.26, 0.23, 0.22], "smiles": "C=NN(C)C(=C)C", "e_homo_ev": -7.918, "orbital_gap_ev": 8.97, "e_lumo_ha": 0.0386}

=====

Most stable = arrangement b

=====

Arrangement a

{"formula": "C16H48O16", "method": "ωB97M-V/def2-TZVPD", "elements": ["O", "C", "C", "O", "H", "H", "H", "H", "H", "H", "O", "C", "C", "O", "H", "H", "H", "H", "H", "H", "O", "C", "C", "O", "H", "H", "H", "H", "H", "H", "O", "C", "C", "O", "H", "H", "H", "H", "H", "H", "O", "C", "C", "O", "H", "H", "H", "H", "H", "H", "O", "C", "C", "O", "H", "H", "H", "H", "H", "H", "O", "C", "C", "O", "H", "H", "H", "H", "H", "H", "O", "C", "C", "O", "H", "H", "H", "H", "H", "H"], "xyz": [[-4.717, -3.456, -2.978], [-3.412, -3.508, -3.565], [-3.116, -4.916, -4.071], [-3.904, -5.237, -5.193], [-5.299, -3.814, -3.659], [-3.478, -2.847, -4.439], [-2.727, -3.069, -2.841], [-3.253, -5.678, -3.305], [-2.054, -4.922, -4.350], [-3.519, -4.915, -6.010], [0.137, 3.789, 3.771], [-0.661, 3.088, 4.750], [-0.205, 1.626, 5.002], [-0.901, 0.732, 4.152], [-0.093, 4.722, 3.768], [-0.596, 3.654, 5.686], [-1.709, 3.160, 4.454], [-0.565, 1.273, 5.970], [0.873, 1.497, 4.901], [-0.378, 0.518, 3.373], [1.518, 0.244, -5.877], [1.528, -0.987, -5.172], [0.126, -1.215, -4.577], [-0.804, -1.692, -5.545], [1.097, 0.075, -6.726], [1.866, -1.891, -5.682], [2.162, -0.844, -4.295], [-0.206, -0.266, -4.148], [0.180, -1.946, -3.771], [-0.767, -1.152, -6.339], [0.213, -3.982, 3.367], [-0.083, -2.969, 4.313], [-0.230, -3.589, 5.706], [-1.377, -4.403, 5.952], [-0.568, -4.522, 3.208], [0.706, -2.225, 4.419], [-0.989, -2.381, 4.134], [-0.223, -2.760, 6.421], [0.643, -4.202, 5.933], [-1.966, -3.960, 6.564], [2.830, 0.215, 2.186], [2.872, 1.612, 2.028], [3.087, 2.399, 3.341], [2.957, 3.750, 3.043], [1.912, 0.015, 1.945], [3.701, 1.806, 1.340], [1.960, 1.958, 1.527], [4.106, 2.182, 3.668], [2.436, 2.007, 4.129], [2.008, 3.921, 3.046], [-1.031, 1.693, -1.014], [-0.801, 2.938, -0.340], [-2.151, 3.605, -0.106], [-2.688, 4.047, -1.360], [-1.328, 1.879, -1.913], [-0.465, 2.675, 0.655], [-0.187, 3.623, -0.922], [-2.082, 4.468, 0.561], [-2.835, 2.903, 0.369], [-2.391, 4.947, -1.515], [-1.096, -1.294, -1.169], [0.030, -1.805, -0.494], [0.022, -1.266, 0.939], [0.295, 0.139, 0.939], [-0.898, -0.358, -1.302], [0.050, -2.891, -0.382], [0.997, -1.551, -0.942], [0.646, -1.795, 1.663], [-0.946, -1.474, 1.409], [-0.203, 0.684, 0.300], [2.173, 3.701, -2.106], [2.856, 2.487, -1.800], [2.428, 1.440, -2.796], [3.061, 1.728, -4.041], [2.365, 4.392, -1.468], [3.940, 2.600, -1.897], [2.594, 2.214, -0.775], [1.339, 1.496, -2.896], [2.694, 0.461, -2.383], [2.494, 1.423, -4.764]], "lowdin_charge": [-0.08, -0.23, -0.25, -0.06, 0.08, 0.11, 0.11, 0.12, 0.11, 0.09, -0.09, -0.19, -0.21, -0.07, 0.09, 0.11, 0.12, 0.12, 0.10, 0.06, -0.07, -0.22, -0.23, -0.06, 0.10, 0.13, 0.10, 0.11, 0.11, 0.07, -0.06, -0.26, -0.25, -0.06, 0.09, 0.12, 0.11, 0.11, 0.12, 0.08, -0.07, -0.26, -0.25, -0.06, 0.03, 0.12, 0.10, 0.12, 0.09, 0.05, -0.09, -0.20, -0.22, -0.06, 0.11, 0.11, 0.12, 0.12, 0.13, 0.09, -0.05, -0.23, -0.21, -0.10, 0.05, 0.12, 0.12, 0.11, 0.12, 0.05, -0.07, -0.23, -0.25, -0.05, 0.08, 0.13, 0.10, 0.11, 0.11, 0.04], "smiles": "OCCO.OCCO.OCCO.OCCO.OCCO.OCCO.OCCO.OCCO", "e_homo_ev": -9.476, "orbital_gap_ev": 9.63, "e_lumo_ha": 0.0056}

=====

Arrangement b

{"formula": "C16H48O16", "method": "ωB97M-V/def2-TZVPD", "elements": ["O", "C", "C", "O", "H", "H", "H", "H", "H", "H", "O", "C", "C", "O", "H", "H", "H", "H", "H", "H", "O", "C", "C", "O", "H", "H", "H", "H", "H", "H", "O", "C", "C", "O", "H", "H", "H", "H", "H", "H", "O", "C", "C", "O", "H", "H", "H", "H", "H", "H", "O", "C", "C", "O", "H", "H", "H", "H", "H", "H", "O", "C", "C", "O", "H", "H", "H", "H", "H", "H", "O", "C", "C", "O", "H", "H", "H", "H", "H", "H"], "xyz": [[0.955, 1.442, -3.867], [0.829, 2.893, -3.756], [0.342, 3.565, -5.073], [-0.810, 3.008, -5.577], [0.157, 1.059, -4.239], [0.129, 3.043, -2.935], [1.734, 3.432, -3.477], [1.105, 3.477, -5.847], [0.083, 4.609, -4.898], [-0.698, 3.024, -6.531], [-4.647, -1.462, -0.161], [-3.397, -1.118, -0.591], [-2.505, -2.395, -0.562], [-1.920, -2.536, 0.706], [-5.086, -0.630, 0.029], [-3.543, -0.815, -1.628], [-2.892, -0.275, -0.119], [-1.670, -2.207, -1.238], [-2.955, -3.303, -0.965], [-2.455, -3.165, 1.195], [-0.215, -0.149, 6.918], [0.167, -0.286, 5.521], [0.177, 0.994, 4.746], [-1.088, 1.692, 4.709], [-1.108, 0.200, 6.873], [1.167, -0.717, 5.467], [-0.470, -0.985, 4.978], [0.514, 0.803, 3.727], [0.972, 1.602, 5.176], [-0.944, 2.634, 4.594], [0.194, -5.929, 2.830], [0.379, -4.539, 3.236], [-0.592, -4.314, 4.423], [-0.095, -4.982, 5.619], [0.434, -5.930, 1.900], [1.423, -4.265, 3.393], [-0.030, -3.953, 2.413], [-1.577, -4.659, 4.110], [-0.723, -3.239, 4.554], [0.802, -4.689, 5.795], [-3.271, 2.854, 0.905], [-2.810, 3.825, -0.111], [-2.632, 3.132, -1.429], [-3.710, 2.323, -1.781], [-3.467, 3.318, 1.722], [-3.610, 4.565, -0.125], [-1.904, 4.357, 0.180], [-1.739, 2.527, -1.271], [-2.429, 3.828, -2.243], [-3.500, 1.919, -2.627], [2.275, 3.061, -0.033], [3.418, 2.296, 0.457], [4.407, 3.236, 1.182], [5.139, 3.978, 0.302], [1.655, 2.409, -0.366], [3.037, 1.537, 1.141], [3.901, 1.774, -0.369], [5.092, 2.586, 1.726], [3.882, 3.857, 1.908], [4.603, 4.600, -0.196], [0.486, -1.174, 1.540], [0.412, -0.013, 0.829], [0.851, -0.225, -0.639], [0.825, 1.040, -1.249], [-0.342, -1.598, 1.301], [-0.633, 0.296, 0.868], [1.069, 0.636, 1.408], [0.153, -0.855, -1.191], [1.856, -0.644, -0.700], [1.030, 0.976, -2.184], [0.711, -2.739, -5.507], [1.860, -3.118, -4.723], [1.628, -2.847, -3.192], [0.574, -3.649, -2.608], [0.132, -3.504, -5.467], [2.156, -4.159, -4.857], [2.684, -2.466, -5.014], [1.403, -1.792, -3.035], [2.558, -3.035, -2.656], [0.103, -4.044, -3.346]], "lowdin_charge": [-0.08, -0.16, -0.26, -0.06, 0.09, 0.10, 0.13, 0.12, 0.12, 0.09, -0.04, -0.27, -0.21, -0.07, 0.10, 0.11, 0.12, 0.09, 0.13, 0.10, -0.06, -0.23, -0.24, -0.06, 0.07, 0.12, 0.10, 0.10, 0.12, 0.08, -0.08, -0.21, -0.21, -0.07, 0.07, 0.12, 0.09, 0.12, 0.09, 0.08, -0.08, -0.20, -0.28, -0.05, 0.07, 0.11, 0.12, 0.10, 0.12, 0.09, -0.10, -0.21, -0.28, -0.05, 0.01, 0.10, 0.12, 0.12, 0.12, 0.09, -0.06, -0.26, -0.20, -0.10, 0.04, 0.12, 0.10, 0.10, 0.12, 0.03, -0.06, -0.21, -0.21, -0.07, 0.07, 0.12, 0.12, 0.09, 0.11, 0.06], "smiles": "OCCO.OCCO.OCCO.OCCO.OCCO.OCCO.OCCO.OCCO", "e_homo_ev": -9.932, "orbital_gap_ev": 10.01, "e_lumo_ha": 0.0030}

=====

Most stable = arrangement a